Version P
Molecular formula: C7H17NO
Method: DFT, wB97M-V/def2-TZVPD

Positions of all 26 atoms, in Å:
C 2.513 0.731 0.852
C 1.648 -0.374 1.328
N 1.557 -1.390 0.158
C 2.043 -2.712 0.493
C 0.544 -1.416 -0.724
C -0.424 -0.307 -0.995
O 0.365 -2.344 -1.523
H 2.415 1.253 -0.332
H 3.579 0.923 0.981
H 2.333 1.687 1.310
H 1.937 -0.819 2.240
H 0.788 0.240 1.740
H 1.399 -3.013 1.352
H 2.034 -3.341 -0.326
H 3.164 -2.565 0.682
H -1.253 -0.211 -0.360
H -0.029 0.700 -1.012
H -0.631 -0.238 -2.109
C -2.793 2.372 -0.587
C -3.182 0.867 -0.387
H -3.516 2.987 -1.090
H -2.671 2.963 0.352
H -1.900 2.614 -1.190
H -4.262 0.874 -0.156
H -2.718 0.373 0.511
H -2.940 0.147 -1.209

Computed properties:
M = 131.22 g/mol
LUMO level = 0.72 eV
Highest occupied orbital energy = -0.3363 hartree
Structure (SMILES) = CCN(C)C(C)=O.CC
HOMO-LUMO gap = 9.87 eV

Atomic partial charges in e from the Mulliken method, atoms 1 to 4:
1. C -1.157
2. C -0.352
3. N 0.043
4. C -1.189

=====

Version Q
Molecular formula: C7H17NO
Method: DFT, wB97M-V/def2-TZVPD

Positions of all 26 atoms, in Å:
C 1.487 0.769 -0.355
C 2.944 0.296 -0.296
C 1.358 2.212 0.135
C 0.609 -0.187 0.443
N 0.517 -1.445 -0.039
H 1.150 0.714 -1.396
H 0.147 -2.069 0.678
H 0.747 -0.046 1.527
H 3.032 -0.727 -0.659
H 3.582 0.944 -0.902
H 3.317 0.326 0.732
H 1.983 2.880 -0.463
H 0.326 2.557 0.072
H 1.682 2.296 1.176
C -1.561 -0.763 -1.184
C -1.788 0.417 1.386
C -2.228 -2.034 -0.785
O -0.962 0.454 0.239
H -2.245 0.058 -1.373
H -0.773 -0.830 -1.916
H -1.521 1.224 2.074
H -2.827 0.568 1.079
H -1.707 -0.546 1.907
H -3.048 -2.233 -1.487
H -2.684 -1.964 0.204
H -1.536 -2.873 -0.799

Computed properties:
M = 131.22 g/mol
LUMO level = 0.59 eV
Highest occupied orbital energy = -0.2837 hartree
HOMO-LUMO gap = 8.31 eV

Atomic partial charges in e from the Mulliken method, atoms 1 to 4:
1. C 0.820
2. C -1.556
3. C -1.468
4. C -0.269

=====

Energies relative to the most stable structure, in kcal/mol: version P 0.0; version Q 23.4.

=====

Version P
Molecular formula: C4H15NO2
Method: DFT, wB97M-V/def2-TZVPD

Positions of all 22 atoms, in Å:
C 2.082 1.678 0.761
C 1.271 0.395 0.918
N -0.184 0.676 0.771
C -0.935 -0.598 0.916
C -2.426 -0.325 1.178
H 3.141 1.457 0.910
H 1.825 2.394 1.543
H 1.940 2.061 -0.247
H 1.562 -0.333 0.157
H 1.518 -0.080 1.877
H -0.342 1.167 1.655
H -0.497 -1.115 1.771
H -0.930 -1.149 -0.017
H -2.536 0.153 2.157
H -2.795 0.412 0.465
H -2.964 -1.265 1.119
O 0.618 -2.177 -1.740
H 0.414 -1.253 -1.890
H 1.016 -2.571 -2.525
O -0.370 0.458 -2.158
H -1.104 0.963 -2.516
H -0.142 0.925 -1.330

Computed properties:
M = 109.17 g/mol
LUMO level = 0.88 eV
Highest occupied orbital energy = -0.3546 hartree
Structure (SMILES) = CCNCC.O.O
HOMO-LUMO gap = 10.53 eV

Atomic partial charges in e from the Mulliken method, atoms 1 to 4:
1. C -1.180
2. C -0.379
3. N -0.548
4. C -0.037

=====

Version Q
Molecular formula: C4H15NO2
Method: DFT, wB97M-V/def2-TZVPD

Positions of all 22 atoms, in Å:
C 2.558 1.559 -0.135
C 1.100 1.166 -0.578
C 0.511 0.015 0.234
C 0.693 0.049 1.779
N -0.956 -0.036 -0.114
H 3.204 1.195 -0.947
H 2.863 0.933 0.694
H 2.687 2.628 -0.086
H 0.484 2.049 -0.346
H 1.080 0.970 -1.646
H 0.795 -0.955 -0.164
H 1.133 -0.921 2.040
H -0.282 0.104 2.257
H 1.396 0.786 2.149
H -1.409 -0.501 0.672
H -1.322 0.915 0.017
O -2.868 -2.111 0.818
H -2.274 -2.139 0.062
H -3.706 -2.412 0.458
O -2.049 -1.439 -2.326
H -1.559 -1.205 -3.093
H -2.078 -0.651 -1.745

Computed properties:
M = 109.17 g/mol
LUMO level = 0.93 eV
Highest occupied orbital energy = -0.3577 hartree
Structure (SMILES) = CC[C@@H](C)N.O.O
HOMO-LUMO gap = 10.66 eV

Atomic partial charges in e from the Mulliken method, atoms 1 to 4:
1. C -1.100
2. C -0.559
3. C 0.200
4. C -1.316

=====

Version R
Molecular formula: C4H15NO2
Method: DFT, wB97M-V/def2-TZVPD

Positions of all 22 atoms, in Å:
C -0.752 -1.247 0.076
C -1.653 -0.054 -0.188
C -1.090 0.870 -1.296
C -1.998 0.801 1.036
N -2.480 0.059 2.201
H -0.877 -1.867 0.966
H -0.712 -2.014 -0.708
H 0.273 -0.860 0.169
H -2.604 -0.360 -0.613
H -1.876 1.623 -1.395
H -1.054 0.341 -2.245
H -0.157 1.332 -0.975
H -1.103 1.398 1.270
H -2.750 1.562 0.817
H -3.065 -0.714 1.913
H -1.709 -0.447 2.628
O 4.144 -0.665 -1.393
H 4.195 -0.700 -2.346
H 3.888 -1.575 -1.169
O 3.501 1.029 0.595
H 4.428 1.126 0.753
H 3.454 0.361 -0.096

Computed properties:
M = 109.17 g/mol
LUMO level = 0.35 eV
Highest occupied orbital energy = -0.3383 hartree
Structure (SMILES) = CC(C)CN.O.O
HOMO-LUMO gap = 9.56 eV

Atomic partial charges in e from the Mulliken method, atoms 1 to 4:
1. C -1.278
2. C 0.761
3. C -1.439
4. C -0.873

=====

Energies relative to the most stable structure, in kcal/mol: version P 0.0; version Q 8.7; version R 5.4.

=====

Version P
Molecular formula: C4H15NO2
Method: DFT, wB97M-V/def2-TZVPD

Positions of all 22 atoms, in Å:
C 0.424 -0.099 -2.468
C 0.992 0.704 -1.272
N 0.727 0.341 0.188
C 1.539 1.165 1.150
C -0.723 0.223 0.454
H 0.554 0.369 -3.537
H 1.018 -1.061 -2.538
H -0.603 -0.140 -2.226
H 0.361 1.607 -1.406
H 2.032 0.928 -1.380
H 1.498 2.179 1.185
H 2.602 0.769 0.737
H 1.686 0.681 2.152
H -1.179 1.321 0.501
H -1.387 -0.231 -0.252
H -0.882 -0.286 1.479
O -3.750 -0.491 1.118
H -4.607 -0.426 1.595
H -3.730 0.208 0.465
O 1.304 -2.444 1.655
H 1.047 -3.383 1.624
H 1.077 -1.936 0.776

Computed properties:
M = 109.17 g/mol
LUMO level = 0.73 eV
Highest occupied orbital energy = -0.3091 hartree
Structure (SMILES) = CCN(C)C.O.O
HOMO-LUMO gap = 9.14 eV

Atomic partial charges in e from the Mulliken method, atoms 1 to 4:
1. C -1.065
2. C -0.584
3. N 0.345
4. C -1.081

=====

Version Q
Molecular formula: C4H15NO2
Method: DFT, wB97M-V/def2-TZVPD

Positions of all 22 atoms, in Å:
C -1.507 -0.632 -0.809
C -1.507 0.152 0.526
C -0.126 -0.039 1.097
N 0.764 0.855 0.463
C 2.107 0.800 1.121
H -1.719 -1.617 -0.583
H -2.033 -0.127 -1.633
H -0.512 -0.563 -1.342
H -1.943 1.232 0.424
H -2.187 -0.349 1.332
H -0.188 0.034 2.250
H 0.347 -1.084 0.984
H 1.029 0.608 -0.612
H 2.211 1.686 1.799
H 2.196 -0.101 1.739
H 2.825 1.058 0.404
O -1.107 2.691 -1.800
H -1.779 1.980 -1.746
H -0.553 2.491 -0.941
O 1.263 -3.422 -0.343
H 0.921 -2.776 0.309
H 0.985 -4.290 -0.084

Computed properties:
M = 109.17 g/mol
LUMO level = 0.68 eV
Highest occupied orbital energy = -0.3385 hartree
Structure (SMILES) = CCCNC.O.O
HOMO-LUMO gap = 9.89 eV

Atomic partial charges in e from the Mulliken method, atoms 1 to 4:
1. C -1.172
2. C -0.339
3. C 0.418
4. N -0.373

=====

Version R
Molecular formula: C4H15NO2
Method: DFT, wB97M-V/def2-TZVPD

Positions of all 22 atoms, in Å:
C -2.057 -0.134 -0.310
C -1.300 -0.635 0.898
N 0.160 -0.681 0.599
C 1.003 -1.003 1.723
C 2.473 -0.735 1.432
H -1.756 -0.559 -1.264
H -3.124 -0.189 -0.158
H -1.892 0.947 -0.388
H -1.622 -1.649 1.179
H -1.397 0.006 1.781
H 0.243 -0.988 -0.357
H 0.768 -1.999 2.137
H 0.727 -0.273 2.498
H 2.590 0.277 1.050
H 2.915 -1.440 0.729
H 3.059 -0.802 2.353
O -0.577 0.463 -4.100
H 0.231 0.922 -3.831
H -1.297 1.075 -3.927
O 0.308 2.213 0.347
H 0.437 1.237 0.397
H 0.513 2.539 1.229

Computed properties:
M = 109.17 g/mol
LUMO level = 0.87 eV
Highest occupied orbital energy = -0.3272 hartree
Structure (SMILES) = CCNCC.O.O
HOMO-LUMO gap = 9.77 eV

Atomic partial charges in e from the Mulliken method, atoms 1 to 4:
1. C -1.179
2. C -0.395
3. N -0.301
4. C -0.332

=====

Energies relative to the most stable structure, in kcal/mol: version P 50.0; version Q 40.3; version R 0.0.

=====

Version P
Molecular formula: C4H15NO2
Method: DFT, wB97M-V/def2-TZVPD

Positions of all 22 atoms, in Å:
C -0.869 1.379 -0.805
N 0.545 1.557 -1.073
C 1.478 0.785 -0.227
C 1.133 -0.702 -0.212
C 1.466 1.266 1.240
H -1.362 0.406 -0.949
H -1.424 1.998 -1.519
H -1.114 1.746 0.192
H 0.737 1.300 -2.029
H 2.444 1.008 -0.682
H 1.891 -1.373 0.188
H 0.875 -1.033 -1.225
H 0.190 -0.852 0.314
H 2.015 0.528 1.821
H 0.419 1.232 1.535
H 1.888 2.262 1.343
O -1.817 -2.505 -1.315
H -1.903 -2.672 -0.373
H -0.929 -2.171 -1.462
O -1.756 -1.459 1.360
H -1.459 -1.834 2.200
H -2.451 -0.866 1.676

Computed properties:
M = 109.17 g/mol
LUMO level = 0.37 eV
Highest occupied orbital energy = -0.3193 hartree
Structure (SMILES) = CNC(C)C.O.O
HOMO-LUMO gap = 9.06 eV

Atomic partial charges in e from the Mulliken method, atoms 1 to 4:
1. C -0.674
2. N -0.405
3. C 0.219
4. C -1.014

=====

Version Q
Molecular formula: C4H15NO2
Method: DFT, wB97M-V/def2-TZVPD

Positions of all 22 atoms, in Å:
C 0.896 0.128 2.270
N 0.822 -0.176 0.735
C 0.411 1.103 -0.030
C -1.091 1.110 0.250
C 0.817 0.941 -1.536
H 0.028 -0.379 2.647
H 1.105 1.130 2.495
H 1.792 -0.458 2.570
H 1.741 -0.346 0.344
H 0.967 1.984 0.264
H -1.288 1.226 1.328
H -1.729 0.300 -0.173
H -1.487 2.188 0.046
H 0.790 1.918 -1.929
H 0.085 0.580 -2.296
H 1.736 0.414 -1.781
O -1.658 -2.229 0.726
H -0.984 -2.812 0.416
H -1.322 -1.435 1.076
O -0.406 -2.070 -2.567
H -0.920 -1.856 -1.791
H -0.303 -1.261 -3.064

Computed properties:
M = 109.17 g/mol
LUMO level = 0.84 eV
Highest occupied orbital energy = -0.3527 hartree
Structure (SMILES) = CNC(C)C.O.O
HOMO-LUMO gap = 10.43 eV

Atomic partial charges in e from the Mulliken method, atoms 1 to 4:
1. C -0.944
2. N -0.436
3. C 0.506
4. C -1.240

=====

Energies relative to the most stable structure, in kcal/mol: version P 0.0; version Q 26.5.

=====

Version P
Molecular formula: H11O5
Method: DFT, wB97M-V/def2-TZVPD

Positions of all 16 atoms, in Å:
O -0.583 0.809 -1.957
H -1.046 1.384 -1.308
H -0.871 1.188 -2.793
O 2.312 1.444 4.547
H 2.132 2.056 5.266
H 2.603 2.060 3.876
O -3.230 1.750 0.099
H -3.918 1.828 0.771
H -3.895 1.615 -0.588
O 1.907 -2.791 -0.746
H 2.163 -2.728 -1.674
H 2.574 -3.072 -0.128
O -0.023 -1.391 -1.225
H -0.538 -0.399 -1.425
H 0.735 -1.923 -0.697
H -0.322 -1.830 -2.019

Computed properties:
M = 91.08 g/mol
LUMO level = -3.41 eV
Total charge = +1
Highest occupied orbital energy = -0.4971 hartree
HOMO-LUMO gap = 10.12 eV

Atomic partial charges in e from the Mulliken method, atoms 1 to 4:
1. O -0.587
2. H 0.381
3. H 0.360
4. O -0.641

=====

Version Q
Molecular formula: H11O5
Method: DFT, wB97M-V/def2-TZVPD

Positions of all 16 atoms, in Å:
O 0.505 1.299 -1.026
H -0.363 1.760 -1.060
H 1.008 1.708 -0.294
O 0.069 -2.740 -0.629
H -0.512 -3.359 -0.132
H 0.511 -3.485 -1.071
O -2.052 2.438 -1.123
H -2.361 2.212 -2.018
H -2.775 2.830 -0.620
O 1.600 -0.109 2.119
H 2.349 0.481 1.941
H 2.077 -0.833 2.548
O -0.354 -0.537 0.422
H 0.069 0.226 -0.359
H -0.147 -1.529 0.212
H 0.374 -0.364 1.089

Computed properties:
M = 91.08 g/mol
LUMO level = -3.20 eV
Total charge = +1
Highest occupied orbital energy = -0.5773 hartree
HOMO-LUMO gap = 12.50 eV

Atomic partial charges in e from the Mulliken method, atoms 1 to 4:
1. O -0.630
2. H 0.432
3. H 0.399
4. O -0.665

=====

Energies relative to the most stable structure, in kcal/mol: version P 23.8; version Q 0.0.

=====

Version P
Molecular formula: C5H7OS
Method: DFT, wB97M-V/def2-TZVPD

Positions of all 14 atoms, in Å:
C 0.717 1.259 -0.084
C -0.750 0.946 -0.248
C -1.332 -0.272 -0.090
C -0.614 -1.649 0.299
C -2.782 -0.424 -0.272
O -3.265 -1.424 -0.797
S -3.782 0.914 0.452
H 0.754 2.231 0.452
H 1.244 1.498 -1.047
H 1.327 0.609 0.529
H -1.345 1.864 -0.326
H 0.207 -1.831 -0.416
H -1.540 -2.415 0.263
H -0.240 -1.620 1.297

Computed properties:
M = 115.18 g/mol
LUMO level = 3.70 eV
Total charge = -1
Highest occupied orbital energy = -0.1061 hartree
Structure (SMILES) = C/C=C(\C)C([O-])=S
HOMO-LUMO gap = 6.58 eV

Atomic partial charges in e from the Mulliken method, atoms 1 to 4:
1. C -1.118
2. C -0.142
3. C 0.424
4. C -1.076

=====

Version Q
Molecular formula: C5H7OS
Method: DFT, wB97M-V/def2-TZVPD

Positions of all 14 atoms, in Å:
C 0.189 0.564 -1.304
C -0.807 0.871 -0.123
C -0.921 0.202 0.980
C -0.167 -1.002 1.264
C -1.916 0.698 2.035
O -1.897 0.263 3.169
S -3.050 1.879 1.471
H 0.857 1.295 -1.402
H -0.436 0.558 -2.193
H 0.533 -0.451 -1.189
H -1.513 1.613 -0.343
H 0.276 -1.396 0.431
H -0.730 -1.751 1.843
H 0.565 -0.529 1.889

Computed properties:
M = 115.18 g/mol
LUMO level = 3.76 eV
Total charge = -1
Highest occupied orbital energy = -0.1061 hartree
Structure (SMILES) = C/C=C(\C)C([O-])=S
HOMO-LUMO gap = 6.65 eV

Atomic partial charges in e from the Mulliken method, atoms 1 to 4:
1. C -1.193
2. C -0.318
3. C 0.472
4. C -1.440

=====

Energies relative to the most stable structure, in kcal/mol: version P 0.0; version Q 3.0.